a | # C2H5N2O2

A cluster of 2 separate species, C2H5N2O2 in total (wB97M-V/def2-TZVPD, OMol25).

Atoms and positions in Å:
1 C -1.9762 -0.1547 0.0693
2 C -0.8876 0.5475 -0.0964
3 N 0.5363 -0.9068 -0.3045
4 N 1.8148 -0.4280 -0.5569
5 O 2.2760 0.4932 0.6454
6 O -0.3283 1.5796 -0.0947
7 H -3.0251 0.4223 0.0538
8 H -1.8577 -1.1585 0.2357
9 H 0.4194 -1.4451 0.5410
10 H 1.5856 0.2467 -1.3950
11 H 1.4428 0.8038 0.9021

The HOMO energy comes out at -3.0 eV. As for the HOMO-LUMO gap: 0.272 Eh. The molar mass comes out at 89.074 Da. The total charge is -1.

---

b | # C2H5N2O2

The ion C2H5N2O2 with charge -1 (wB97M-V/def2-TZVPD, OMol25).

Atoms and positions in Å:
1 N 0.1019 -1.2237 0.4620
2 C -0.0249 -0.0039 -0.3738
3 N 1.1208 0.9162 -0.1888
4 C -1.3803 0.6984 0.0832
5 O -1.3951 1.6297 0.8990
6 O -2.4406 0.1662 -0.4507
7 H 1.0574 -1.3698 0.7826
8 H -0.2489 -2.0588 -0.0006
9 H -0.0690 -0.2325 -1.4750
10 H 1.3131 1.0207 0.8160
11 H 1.9657 0.4575 -0.5539

The HOMO energy comes out at -3.6 eV. As for the HOMO-LUMO gap: 0.286 Eh. The molar mass comes out at 89.074 Da. The total charge is -1. The SMILES is NC(N)C(=O)[O-].

---

It turns out b is the most stable, with the second structure 4.711 eV higher.

---

a | # C19H30N4O4S

The molecule C19H30N4O4S (wB97M-V/def2-TZVPD, OMol25).

Atoms and positions in Å:
1 C -0.7682 -4.9396 1.9305
2 C -1.1149 -3.5622 2.4047
3 C -1.5202 -2.4766 1.5908
4 C -1.7245 -1.3795 2.4089
5 C -2.1303 0.0432 2.3202
6 O -2.1808 0.6872 3.3683
7 N -2.4230 0.6222 1.1269
8 C -2.6851 2.0595 1.1118
9 C -1.4219 2.8806 0.8911
10 C -0.5730 2.4647 -0.3177
11 N 0.0812 1.1577 -0.2341
12 C 0.8917 0.9857 0.9674
13 C 2.0385 0.0024 0.7519
14 N 2.8425 0.3791 -0.4004
15 C 3.7466 1.3890 -0.2874
16 O 4.2164 1.7491 0.7754
17 C 4.1456 2.0286 -1.6177
18 C 5.3374 2.9806 -1.4486
19 C 4.8166 4.2515 -0.7790
20 S 3.1623 4.4946 -1.4325
21 O 2.2169 4.6065 -0.3492
22 O 3.1818 5.4941 -2.4699
23 C 2.9966 2.8678 -2.1911
24 C -0.7240 0.0100 -0.6214
25 C -2.1967 0.0225 -0.1726
26 N -1.4445 -1.7922 3.6838
27 C -1.0790 -3.0981 3.7053
28 C -0.7018 -3.7862 4.9728
29 H -0.9517 -5.6872 2.7028
30 H -1.3680 -5.2137 1.0621
31 H 0.2826 -5.0201 1.6423
32 H -1.6449 -2.5353 0.5238
33 H -3.4039 2.2456 0.3094
34 H -3.1508 2.3286 2.0560
35 H -1.7051 3.9291 0.7634
36 H -0.8084 2.8360 1.7936
37 H -1.1788 2.4789 -1.2304
38 H 0.2057 3.2204 -0.4438
39 H 1.3298 1.9596 1.2018
40 H 0.3203 0.6699 1.8504
41 H 2.6831 0.0007 1.6285
42 H 1.6778 -1.0163 0.6055
43 H 2.3571 0.3235 -1.2824
44 H 4.3912 1.2249 -2.3150
45 H 6.1168 2.5232 -0.8429
46 H 5.7500 3.2133 -2.4318
47 H 4.7106 4.1163 0.2941
48 H 5.3898 5.1459 -1.0100
49 H 3.1025 3.0147 -3.2646
50 H 2.0000 2.4926 -1.9557
51 H -0.7275 -0.0882 -1.7143
52 H -0.2377 -0.8835 -0.2314
53 H -2.6129 -0.9834 -0.2094
54 H -2.7796 0.6121 -0.8807
55 H -1.5380 -1.1567 4.4611
56 H -0.7422 -4.8664 4.8454
57 H 0.3122 -3.5273 5.2853
58 H -1.3803 -3.5191 5.7845

The HOMO energy comes out at -8.2 eV. As for the HOMO-LUMO gap: 0.318 Eh. The molar mass comes out at 410.540 Da. The SMILES is Cc1cc(C(=O)N2CCCN(CCNC(=O)[C@@H]3CCS(=O)(=O)C3)CC2)[nH]c1C.

---

b | # C19H30N4O4S

The molecule C19H30N4O4S (wB97M-V/def2-TZVPD, OMol25).

Atoms and positions in Å:
1 C -1.1559 -5.6832 2.1283
2 C -2.0446 -4.4814 2.2394
3 C -1.8260 -3.2234 1.6270
4 C -2.8582 -2.3808 1.9963
5 C -3.2369 -0.9535 1.8600
6 O -4.0763 -0.5093 2.6408
7 N -2.6672 -0.1782 0.8987
8 C -2.9046 1.2586 0.9167
9 C -1.6152 2.0693 1.0164
10 C -0.6953 1.9374 -0.2017
11 N 0.2327 0.8012 -0.2310
12 C 1.4945 1.0588 0.4570
13 C 2.6229 0.2397 -0.1629
14 N 2.7808 0.6089 -1.5586
15 C 3.7205 1.4983 -1.9520
16 O 4.6617 1.8305 -1.2523
17 C 3.5226 2.0903 -3.3545
18 C 4.4971 3.2577 -3.5890
19 C 4.0103 4.4259 -2.7301
20 S 2.2162 4.3291 -2.7822
21 O 1.6950 4.2383 -1.4372
22 O 1.6870 5.3151 -3.6912
23 C 2.1246 2.6973 -3.5488
24 C -0.3156 -0.4958 0.1678
25 C -1.7971 -0.6823 -0.1486
26 N -3.6764 -3.1076 2.8188
27 C -3.2062 -4.3723 2.9767
28 C -3.9189 -5.3789 3.8163
29 H -1.7257 -6.6124 2.1550
30 H -0.6029 -5.6679 1.1887
31 H -0.4228 -5.7224 2.9369
32 H -0.9819 -2.9833 1.0026
33 H -3.4341 1.5406 -0.0007
34 H -3.5603 1.4579 1.7590
35 H -1.9013 3.1197 1.1099
36 H -1.0780 1.8071 1.9330
37 H -1.3162 1.9067 -1.1034
38 H -0.0877 2.8345 -0.3039
39 H 1.7472 2.1144 0.3476
40 H 1.4330 0.8348 1.5331
41 H 3.5656 0.4333 0.3426
42 H 2.4136 -0.8289 -0.1005
43 H 1.9664 0.4840 -2.1352
44 H 3.6878 1.2945 -4.0833
45 H 5.5118 2.9800 -3.3167
46 H 4.4704 3.5321 -4.6444
47 H 4.3116 4.3029 -1.6930
48 H 4.2956 5.4041 -3.1090
49 H 1.8926 2.8465 -4.6012
50 H 1.3106 2.1688 -3.0565
51 H 0.2509 -1.2862 -0.3362
52 H -0.1846 -0.6600 1.2481
53 H -2.0186 -1.7334 -0.3041
54 H -2.0479 -0.1649 -1.0775
55 H -4.4625 -2.6737 3.2767
56 H -3.3464 -6.3031 3.8595
57 H -4.0516 -5.0224 4.8395
58 H -4.9061 -5.6131 3.4133

The HOMO energy comes out at -8.1 eV. As for the HOMO-LUMO gap: 0.315 Eh. The molar mass comes out at 410.540 Da. The SMILES is Cc1cc(C(=O)N2CCCN(CCNC(=O)[C@@H]3CCS(=O)(=O)C3)CC2)[nH]c1C.

---

It turns out a is the most stable, with the second structure 0.100 eV higher.

---

a | # C4H8FNS

A structure of composition C4H8FNS (wB97M-V/def2-TZVPD, OMol25).

Atoms and positions in Å:
1 C -1.0563 -0.6319 -0.5755
2 C 0.1744 -0.5240 0.2745
3 C 2.1927 0.5715 -0.0486
4 C 0.7347 0.8948 0.3941
5 H -2.4390 -1.2752 0.7077
6 H -3.0397 -0.2368 -0.2912
7 H -0.9902 0.2106 -1.2696
8 H -1.0231 -1.4846 -1.2213
9 H -0.1925 -0.8812 1.2801
10 H 2.3777 1.0030 -1.0596
11 H 2.9430 0.9191 0.6571
12 H 0.6800 1.2719 1.4389
13 N -2.2276 -0.4114 0.2402
14 F 0.0613 1.8028 -0.3793
15 S 1.8046 -1.2285 -0.1475

The HOMO energy comes out at -8.8 eV. As for the HOMO-LUMO gap: 0.358 Eh. The molar mass comes out at 121.180 Da.

---

b | # C4H8FNS

A structure of composition C4H8FNS (wB97M-V/def2-TZVPD, OMol25).

Atoms and positions in Å:
1 C -0.0421 0.2232 -0.0401
2 C 1.1827 -0.6264 -0.5655
3 C 0.6115 1.0540 1.1813
4 C -0.6787 -0.6755 1.1207
5 H -2.3982 0.7566 -0.3860
6 H 1.6972 -1.0524 0.2198
7 H 1.8549 -0.0937 -1.3568
8 H 0.1426 2.0840 1.3997
9 H 1.7405 1.0598 1.4700
10 H 0.8473 -0.5497 2.4644
11 H -1.8159 -0.7015 1.2607
12 H -0.3286 -1.6786 1.0499
13 N 0.1109 0.1105 2.2389
14 F 0.6865 -1.8124 -1.2606
15 S -0.9459 0.9914 -1.2892

The HOMO energy comes out at -9.1 eV. As for the HOMO-LUMO gap: 0.333 Eh. The molar mass comes out at 121.180 Da.

---

It turns out a is the most stable, with the second structure 2.625 eV higher.

---

a | # C6H10

The ion C6H10 with charge +1 (wB97M-V/def2-TZVPD, OMol25).

Atoms and positions in Å:
1 C 1.9036 -0.7710 -0.2069
2 C 0.6757 0.0205 0.1640
3 C 0.8288 0.8658 1.2492
4 C -1.4945 -1.0391 0.3476
5 C -0.7010 -0.1827 -0.3312
6 C -1.3382 0.8729 -1.1868
7 H 2.5577 -0.3196 -0.9568
8 H 2.4948 -0.9095 0.7088
9 H 1.6321 -1.7969 -0.4858
10 H 0.0006 1.4951 1.5778
11 H 1.7281 1.0812 1.8124
12 H -2.5694 -1.0006 0.4763
13 H -1.0559 -1.6448 1.1439
14 H -0.9536 1.8809 -1.0722
15 H -1.3040 0.5530 -2.2439
16 H -2.4048 0.8946 -0.9963

The multiplicity is 2. The HOMO energy (spin up / spin down) comes out at -15.2 / -14.7 eV. The expectation value of S² is 0.76. As for the HOMO-LUMO gap (spin up / spin down): 0.403 / 0.227 Eh. The molar mass comes out at 82.146 Da. The total charge is +1.

---

b | # C6H10

The ion C6H10 with charge +1 (wB97M-V/def2-TZVPD, OMol25).

Atoms and positions in Å:
1 C -0.3814 1.3115 -0.8400
2 C -1.0700 2.3163 -0.1174
3 C 0.1223 -0.2700 0.9597
4 C 0.1684 -0.0290 -0.4750
5 C 0.3101 -1.0783 -1.5604
6 C 0.7249 -1.3013 1.8579
7 H -0.3399 1.3278 -1.9682
8 H -1.5069 2.5262 0.9358
9 H -1.3100 3.2691 -0.7830
10 H -0.1514 0.7094 1.3917
11 H 0.6808 -1.9800 -1.2871
12 H -0.8251 -1.3193 -1.9203
13 H 0.9686 -0.8526 -2.3067
14 H -0.0678 -2.0278 2.3486
15 H 1.4137 -1.8776 1.1395
16 H 1.2635 -0.7244 2.6248

The multiplicity is 2. The HOMO energy (spin up / spin down) comes out at -14.4 / -15.5 eV. The expectation value of S² is 0.79. As for the HOMO-LUMO gap (spin up / spin down): 0.333 / 0.294 Eh. The molar mass comes out at 82.146 Da. The total charge is +1.

---

It turns out a is the most stable, with the second structure 0.659 eV higher.